Entry 1:
{"formula": "CH3O3", "method": "ωB97M-V with the def2-TZVPD basis set", "symbols": ["O", "H", "O", "C", "O", "H", "H"], "positions_angstrom": [[0.433, -2.074, 0.205], [-0.063, -1.242, 0.291], [1.115, 1.508, -0.557], [-0.040, 1.482, -0.096], [-0.894, 0.579, 0.049], [-0.416, 2.500, 0.271], [-0.134, -2.752, -0.162]], "forces_ev_per_angstrom": [[0.567, -0.463, 0.370], [-0.291, 0.395, -0.453], [-0.373, -0.529, 0.067], [0.023, 1.358, 0.186], [0.287, -0.836, -0.030], [0.099, -0.213, -0.096], [-0.311, 0.287, -0.045]], "charge": -1, "lumo_energy_ev": 4.398, "gap_ev": 8.367, "e_homo_ev": -3.97}



Entry 2:
{"formula": "CH3O3", "method": "ωB97M-V with the def2-TZVPD basis set", "symbols": ["O", "H", "H", "O", "O", "C", "H"], "positions_angstrom": [[-3.158, -0.362, 1.232], [-3.044, -1.301, 0.960], [-2.263, -0.081, 1.529], [2.774, -0.189, -1.808], [0.941, 0.873, -1.058], [2.109, 0.396, -0.901], [2.641, 0.664, 0.044]], "forces_ev_per_angstrom": [[0.838, -0.763, 0.213], [0.017, 1.092, 0.243], [-0.836, -0.300, -0.508], [-0.140, 0.107, 1.480], [0.911, -0.554, 1.041], [-0.751, 0.746, -2.692], [-0.040, -0.329, 0.223]], "charge": -1, "lumo_energy_ev": 3.651, "gap_ev": 7.395, "e_homo_ev": -3.74}



Entry 3:
{"formula": "CH3O3", "method": "ωB97M-V with the def2-TZVPD basis set", "symbols": ["C", "O", "O", "O", "H", "H", "H"], "positions_angstrom": [[2.092, 0.591, -0.063], [2.789, -0.418, 0.138], [1.020, 1.232, 0.636], [1.703, 1.386, 1.847], [3.405, 0.010, 1.937], [1.659, 0.396, -1.083], [2.036, 0.032, 2.335]], "forces_ev_per_angstrom": [[-4.085, -5.124, -4.443], [0.830, 4.085, 3.644], [5.285, -0.722, 1.183], [-0.099, -3.021, 2.757], [-1.872, -0.138, -1.799], [0.541, 1.469, -0.059], [-0.600, 3.451, -1.282]], "charge": 1, "lumo_energy_ev": [-10.110, -10.140], "gap_ev": [7.920, 7.889], "e_homo_ev": [-18.03, -18.03]}



E for the records above, in order: -7229.7091, -7229.2010, -7208.5844 eV
Energy relative to the best compared isomer or geometry (same formula, charge and spin) for the records above, in order: 6.85, 18.56, 167.49 kcal/mol